{
  "formula": "C30H77B3NO16PS2",
  "method": "ωB97M-V/def2-TZVPD",
  "species": ["C", "C", "C", "C", "C", "C", "C", "B", "O", "B", "C", "C", "C", "S", "C", "S", "N", "C", "C", "O", "C", "C", "O", "B", "P", "C", "C", "O", "C", "H", "H", "H", "H", "H", "H", "H", "H", "H", "H", "H", "H", "H", "H", "H", "H", "H", "H", "H", "H", "H", "H", "H", "H", "H", "H", "H", "H", "H", "C", "O", "H", "H", "H", "H", "C", "O", "H", "H", "H", "H", "C", "O", "H", "H", "H", "H", "C", "O", "H", "H", "H", "H", "C", "O", "H", "H", "H", "H", "C", "O", "H", "H", "H", "H", "C", "O", "H", "H", "H", "H", "C", "O", "H", "H", "H", "H", "C", "O", "H", "H", "H", "H", "C", "O", "H", "H", "H", "H", "C", "O", "H", "H", "H", "H", "C", "O", "H", "H", "H", "H"],
  "coordinates": [[-1.5934, 3.1110, 4.3743], [-2.9106, 2.8700, 3.6971], [-3.6751, 3.9143, 3.1728], [-4.8783, 3.6453, 2.5265], [-5.3420, 2.3353, 2.3978], [-4.5892, 1.2764, 2.8947], [-5.0294, -0.1590, 2.7315], [-4.0371, -0.9445, 1.8001], [-4.0167, -2.3179, 1.6707], [-3.0444, -2.6876, 0.7363], [-1.8820, -3.6630, 1.0803], [-0.6864, -2.9140, 1.7338], [0.5938, -3.2380, 0.9837], [2.0512, -2.5840, 1.8455], [3.2758, -3.8177, 1.4289], [3.0372, -5.3652, 1.8878], [4.4314, -3.4456, 0.7549], [4.3751, -2.1745, 0.0205], [5.7722, -1.7984, -0.5064], [6.6549, -2.8856, -0.5692], [6.9076, -3.4211, 0.7070], [5.6428, -3.5558, 1.5696], [-3.1634, -2.0949, -0.5213], [-3.2141, -0.7200, -0.3496], [-3.5319, 0.5580, -1.6802], [-2.9933, -0.0416, -3.3243], [-2.5568, 2.0381, -1.2164], [-3.1513, -0.2519, 0.9710], [-3.3861, 1.5663, 3.5478], [-1.5712, 4.0537, 4.9111], [-1.3571, 2.2887, 5.0428], [-0.8055, 3.1465, 3.6279], [-3.3162, 4.9296, 3.2533], [-5.4652, 4.4455, 2.1126], [-6.2844, 2.1606, 1.9009], [-5.9916, -0.1677, 2.2163], [-5.1532, -0.6323, 3.7023], [-1.5320, -4.0973, 0.1433], [-2.1954, -4.4861, 1.7153], [-0.8528, -1.8398, 1.7961], [-0.5779, -3.2628, 2.7574], [0.7044, -4.3134, 0.9039], [0.5556, -2.7804, -0.0020], [4.0359, -1.3366, 0.6232], [3.7405, -2.3256, -0.8455], [6.2055, -0.9782, 0.0604], [5.6817, -1.4374, -1.5255], [7.6580, -2.8379, 1.2410], [7.3333, -4.4076, 0.5460], [5.6785, -4.5411, 2.0171], [5.6752, -2.8059, 2.3662], [-3.5735, 0.5064, -4.0590], [-1.9397, 0.1458, -3.5123], [-3.2469, -1.0904, -3.4389], [-2.3666, 2.6507, -2.0930], [-1.6062, 1.8137, -0.7397], [-3.1356, 2.6362, -0.5197], [-2.7977, 0.7447, 3.9389], [8.3224, -1.7343, -3.1627], [7.5214, -0.5507, -3.2407], [9.0217, -1.5994, -2.3427], [7.7040, -2.6088, -2.9539], [8.8812, -1.8869, -4.0898], [6.8974, -0.6621, -3.9630], [8.0126, 0.2729, 3.3480], [7.2311, -0.6969, 2.6612], [8.4599, -0.2173, 4.2098], [8.8089, 0.6622, 2.7087], [7.3947, 1.1046, 3.6952], [6.8408, -0.2474, 1.8995], [-5.9342, -4.2433, -0.5884], [-6.7620, -5.2970, -1.0739], [-5.4345, -4.6038, 0.3076], [-5.1796, -3.9666, -1.3291], [-6.5269, -3.3624, -0.3283], [-7.2052, -4.9826, -1.8654], [-7.9248, 3.6858, -0.2090], [-7.1291, 4.4911, 0.6520], [-7.3453, 2.8140, -0.5051], [-8.8279, 3.3503, 0.3099], [-8.2049, 4.2466, -1.1047], [-7.6646, 5.2525, 0.9009], [1.6190, 3.6767, 1.8571], [0.8798, 4.4802, 2.7707], [1.6129, 2.6583, 2.2395], [1.1637, 3.6843, 0.8629], [2.6540, 4.0193, 1.7804], [0.8835, 5.3815, 2.4382], [-1.9475, -0.9141, -6.7216], [-2.8129, 0.1429, -7.1255], [-1.3052, -0.5278, -5.9349], [-2.5203, -1.7574, -6.3276], [-1.3250, -1.2505, -7.5550], [-3.3845, -0.1930, -7.8204], [5.5446, 1.9678, 0.0058], [6.6940, 1.2495, 0.4614], [4.7685, 1.8621, 0.7591], [5.7762, 3.0271, -0.1214], [5.1814, 1.5637, -0.9401], [7.3796, 1.3372, -0.2072], [-6.0279, 1.7585, -5.7075], [-5.8625, 1.4172, -4.3345], [-5.0377, 1.9424, -6.1170], [-6.4925, 0.9405, -6.2656], [-6.6341, 2.6612, -5.8215], [-6.7305, 1.2473, -3.9606], [-9.7321, 4.8517, 3.5195], [-10.0054, 5.8113, 2.4959], [-8.7300, 5.0321, 3.8979], [-10.4497, 4.9562, 4.3366], [-9.7843, 3.8394, 3.1110], [-10.8925, 5.6370, 2.1719], [3.8264, -2.4542, -3.7810], [3.4022, -1.1447, -4.1605], [4.7640, -2.3560, -3.2404], [3.0866, -2.9229, -3.1275], [3.9846, -3.0784, -4.6636], [2.5727, -1.2315, -4.6365], [4.8647, 2.5602, -3.8825], [3.9176, 2.8011, -2.8454], [5.8549, 2.7250, -3.4645], [4.7993, 1.5296, -4.2418], [4.7173, 3.2464, -4.7204], [3.0411, 2.6509, -3.2084], [5.7462, -3.4071, 5.5369], [5.0110, -4.4889, 4.9788], [6.2299, -3.7735, 6.4391], [6.5145, -3.0476, 4.8453], [5.0883, -2.5749, 5.8029], [4.5787, -4.1725, 4.1797]],
  "energy_ha": -3660.17941,
  "charge": 0,
  "homo_lumo_gap_ev": 7.9,
  "relative_energy_kcal_mol": 0.0,
  "homo_ev": -7.927
}



{
  "formula": "C30H77BClNO19S",
  "method": "ωB97M-V/def2-TZVPD",
  "species": ["C", "C", "C", "O", "S", "O", "O", "C", "C", "C", "C", "O", "C", "Cl", "B", "C", "O", "C", "C", "C", "C", "C", "C", "N", "C", "C", "C", "O", "O", "H", "H", "H", "H", "H", "H", "H", "H", "H", "H", "H", "H", "H", "H", "H", "H", "H", "H", "H", "H", "H", "H", "H", "H", "H", "H", "H", "H", "H", "C", "O", "H", "H", "H", "H", "C", "O", "H", "H", "H", "H", "C", "O", "H", "H", "H", "H", "C", "O", "H", "H", "H", "H", "C", "O", "H", "H", "H", "H", "C", "O", "H", "H", "H", "H", "C", "O", "H", "H", "H", "H", "C", "O", "H", "H", "H", "H", "C", "O", "H", "H", "H", "H", "C", "O", "H", "H", "H", "H", "C", "O", "H", "H", "H", "H", "C", "O", "H", "H", "H", "H"],
  "coordinates": [[3.2940, 0.3971, -1.3427], [2.1075, 0.2804, -1.4658], [0.6657, 0.0545, -1.6175], [0.4142, -0.8939, -2.6860], [1.1198, -2.3043, -2.5398], [0.3132, -3.2755, -3.2056], [2.4823, -2.2189, -2.9704], [1.0707, -2.5710, -0.7664], [1.2355, -4.0655, -0.4908], [2.3856, -4.3139, 0.4904], [2.0435, -4.8442, 1.8194], [2.6733, -5.6555, 0.7971], [-0.1625, -1.8634, -0.1137], [-0.0428, -2.2929, 1.6436], [-1.5035, -2.6077, -0.6610], [-2.2892, -3.6577, 0.2043], [-1.9612, -2.2868, -1.9041], [-0.1057, -0.3052, -0.3107], [-1.5258, 0.2675, -0.4934], [-2.4835, 0.1018, 0.6929], [-3.2046, 1.4010, 1.0592], [-4.2627, 1.8194, 0.0409], [-5.2948, 0.7520, -0.3324], [-5.7955, -0.0743, 0.7787], [0.5764, 0.4125, 0.8638], [0.7840, 1.9246, 0.6737], [0.2184, 2.7554, 1.7966], [0.0136, 2.3612, 2.9013], [-0.0473, 4.0545, 1.4369], [4.3417, 0.5027, -1.2246], [0.2374, 0.9868, -1.9751], [1.9446, -2.0402, -0.3818], [0.3701, -4.5126, -0.0117], [1.4580, -4.6172, -1.4033], [3.2114, -3.6025, 0.4539], [2.7174, -4.5448, 2.6095], [1.0236, -5.1404, 2.0143], [-1.6522, -4.4614, 0.5660], [-3.1246, -4.0678, -0.3659], [-2.7237, -3.1327, 1.0566], [-2.3993, -3.0510, -2.2888], [-1.4131, 1.3425, -0.6701], [-1.9680, -0.0989, -1.4146], [-2.0108, -0.3196, 1.5775], [-3.2463, -0.6248, 0.4074], [-3.6502, 1.3039, 2.0470], [-2.4628, 2.2016, 1.0989], [-4.8066, 2.6725, 0.4565], [-3.8068, 2.1854, -0.8805], [-4.8211, 0.0750, -1.0486], [-6.1423, 1.1844, -0.8546], [-5.6021, 0.3225, 1.6842], [-5.4716, -1.0248, 0.7304], [1.5515, -0.0483, 1.0144], [0.0352, 0.2679, 1.7901], [0.4248, 2.3262, -0.2696], [1.8579, 2.1261, 0.6738], [0.8132, 4.4686, 1.2657], [2.3945, 5.2648, -1.6991], [2.2857, 5.6882, -0.3437], [1.9667, 4.2660, -1.7702], [1.8437, 5.9393, -2.3577], [3.4419, 5.2232, -2.0130], [2.6603, 6.5697, -0.2660], [4.2648, -2.4932, 5.1507], [3.2015, -3.1538, 4.4634], [4.8705, -1.9889, 4.4015], [3.8783, -1.7582, 5.8558], [4.8867, -3.2093, 5.6917], [2.6636, -3.5972, 5.1246], [3.2194, 5.7595, 2.8760], [3.3769, 6.8535, 1.9814], [3.1967, 4.8569, 2.2692], [4.0562, 5.6925, 3.5758], [2.2851, 5.8340, 3.4387], [3.4036, 7.6653, 2.4942], [6.6204, -2.9538, 0.1897], [5.4385, -2.4471, -0.4206], [7.1394, -2.1116, 0.6406], [6.3843, -3.6833, 0.9692], [7.2779, -3.4220, -0.5471], [4.9800, -3.1869, -0.8290], [-5.5415, 0.3379, -4.3326], [-6.0221, 1.2828, -3.3825], [-5.0475, -0.4550, -3.7760], [-6.3598, -0.0963, -4.9131], [-4.8183, 0.7906, -5.0158], [-6.4604, 1.9902, -3.8623], [4.1520, 0.5050, -4.7386], [3.2052, -0.2912, -5.4332], [4.7624, 1.0185, -5.4787], [3.6569, 1.2454, -4.1041], [4.7994, -0.1251, -4.1209], [2.6863, -0.7637, -4.7727], [-1.0813, -6.9292, -1.1619], [-0.7882, -6.7758, 0.2336], [-1.9022, -6.2640, -1.4108], [-0.2068, -6.6648, -1.7616], [-1.3783, -7.9570, -1.3729], [-0.0574, -7.3662, 0.4396], [2.7258, 8.7904, -3.2989], [1.4776, 8.3883, -2.7651], [3.4920, 8.1347, -2.8879], [2.7428, 8.7024, -4.3902], [2.9662, 9.8222, -3.0236], [0.8056, 8.9764, -3.1400], [-8.5171, -2.6646, 2.1093], [-7.4910, -2.3861, 1.1704], [-8.0522, -3.1504, 2.9641], [-9.0032, -1.7451, 2.4487], [-9.2749, -3.3365, 1.6953], [-7.8806, -1.9402, 0.4146], [-4.0467, -8.7031, 1.0807], [-3.5170, -7.5062, 0.5341], [-4.8805, -9.0103, 0.4535], [-3.2999, -9.5037, 1.0890], [-4.4129, -8.5521, 2.1004], [-2.7679, -7.2297, 1.0727], [3.7835, -0.4199, 8.6816], [4.5154, -1.5935, 8.3409], [3.2243, -0.1192, 7.7989], [3.0795, -0.6113, 9.4952], [4.4510, 0.3961, 8.9694], [5.0135, -1.8666, 9.1154], [-0.1490, 10.8913, -5.3960], [-0.2745, 10.1202, -4.2020], [0.8359, 11.3496, -5.3820], [-0.2350, 10.2607, -6.2831], [-0.9057, 11.6770, -5.4341], [-1.1436, 9.7092, -4.1987]],
  "energy_ha": -3556.53745,
  "charge": 0,
  "homo_lumo_gap_ev": 9.0,
  "homo_ev": -8.428
}



{
  "formula": "C30H78N4O12",
  "method": "ωB97M-V/def2-TZVPD",
  "species": ["C", "O", "C", "C", "N", "C", "C", "O", "C", "H", "H", "H", "H", "H", "H", "H", "H", "H", "H", "H", "H", "H", "H", "H", "C", "O", "C", "C", "N", "C", "C", "O", "C", "H", "H", "H", "H", "H", "H", "H", "H", "H", "H", "H", "H", "H", "H", "H", "C", "O", "C", "C", "N", "C", "C", "O", "C", "H", "H", "H", "H", "H", "H", "H", "H", "H", "H", "H", "H", "H", "H", "H", "C", "O", "C", "C", "N", "C", "C", "O", "C", "H", "H", "H", "H", "H", "H", "H", "H", "H", "H", "H", "H", "H", "H", "H", "C", "C", "O", "H", "H", "H", "H", "H", "H", "C", "C", "O", "H", "H", "H", "H", "H", "H", "C", "C", "O", "O", "H", "H", "H", "H", "H", "H"],
  "coordinates": [[-3.2029, 0.8254, -5.4860], [-2.2118, -0.1891, -5.4969], [-1.1541, 0.0437, -4.5254], [-0.2248, -1.1491, -4.4811], [0.8194, -1.0134, -3.5063], [1.7112, -2.1719, -3.7126], [2.6911, -2.2581, -2.5511], [3.5167, -3.1949, -2.4088], [4.5575, -3.3341, -3.3178], [-3.4766, 1.2317, -4.5465], [-4.1448, 0.5202, -5.8352], [-2.9058, 1.5528, -6.1988], [-1.5433, 0.1513, -3.5510], [-0.7981, 1.0329, -4.7514], [0.2041, -1.3284, -5.4532], [-0.8969, -2.0106, -4.2085], [1.3789, -0.1685, -3.7608], [2.1424, -2.1471, -4.7177], [1.1383, -3.0810, -3.6311], [2.1222, -2.1884, -1.6550], [3.3363, -1.3468, -2.6671], [4.9011, -4.2332, -3.0492], [5.2414, -2.4640, -3.0315], [4.3413, -3.3958, -4.4375], [2.1799, -0.0469, 0.5370], [2.3009, 0.5534, -0.7294], [1.7019, 1.8068, -0.7660], [2.8844, 2.7963, -0.6166], [2.4860, 4.0301, -1.1111], [1.5624, 4.7425, -0.1979], [1.2250, 6.0943, -0.8131], [0.3077, 6.8191, -0.3851], [0.6152, 7.6932, 0.6460], [2.4551, -1.1154, 0.3967], [1.2626, -0.1118, 1.0803], [2.9676, 0.3685, 1.1781], [0.8976, 1.8213, -0.0141], [1.0701, 1.8257, -1.7291], [3.7515, 2.3923, -1.1131], [3.2562, 2.8066, 0.4143], [2.0448, 3.8541, -1.9752], [2.1197, 5.0295, 0.7282], [0.5990, 4.2533, 0.0513], [0.8380, 5.9023, -1.7425], [2.0811, 6.6292, -1.2483], [1.5066, 8.3480, 0.4914], [0.7044, 7.1114, 1.5297], [-0.2022, 8.3836, 0.7247], [-1.3450, 3.7972, -4.5514], [-2.1631, 3.2445, -3.5717], [-1.5519, 3.0299, -2.3811], [-2.4270, 2.6208, -1.1746], [-1.6253, 1.9251, -0.2270], [-2.4155, 1.4850, 0.8770], [-1.4616, 1.0505, 1.9759], [-1.8135, 1.0337, 3.1786], [-3.0190, 0.3692, 3.4514], [-0.9324, 4.7534, -4.1402], [-1.9082, 3.9372, -5.4399], [-0.4984, 3.1086, -4.7970], [-1.0703, 3.9278, -1.8891], [-0.7759, 2.2644, -2.4935], [-3.3957, 2.0440, -1.5653], [-2.7525, 3.5331, -0.7371], [-1.2095, 1.0043, -0.4704], [-3.0083, 0.6433, 0.6774], [-3.1790, 2.1053, 1.1944], [-0.8662, 1.9661, 1.9689], [-0.8013, 0.2633, 1.6746], [-3.9220, 0.9530, 3.1640], [-3.1555, 0.1923, 4.4702], [-2.9826, -0.6192, 2.9970], [-0.1078, 0.6150, 7.7956], [0.3872, -0.5338, 7.0638], [0.8174, -0.3357, 5.7282], [1.6840, -1.5666, 5.3620], [1.8020, -1.7845, 3.9635], [0.5741, -1.8969, 3.2363], [-0.1070, -3.2546, 3.5325], [-1.2472, -3.6163, 3.1688], [-1.6764, -4.9194, 3.5410], [0.6070, 1.3363, 7.7941], [-0.2929, 0.3562, 8.8918], [-1.0666, 0.9884, 7.5067], [1.4860, 0.5410, 5.7038], [-0.0170, -0.0602, 5.0782], [1.5629, -2.5286, 5.8727], [2.6350, -1.3511, 5.8447], [2.5197, -2.4829, 3.7667], [0.6383, -1.8069, 2.2001], [-0.1797, -1.1162, 3.3903], [0.0958, -3.4431, 4.6442], [0.5306, -4.0228, 3.0825], [-1.6250, -5.1206, 4.5816], [-1.0440, -5.7293, 3.0973], [-2.6695, -4.9596, 3.2479], [-3.9648, -0.4316, -2.0612], [-5.1104, -0.2205, -1.2055], [-4.8876, -0.9567, -0.0101], [-4.1985, 0.1450, -2.9049], [-3.8309, -1.4960, -2.2959], [-3.0524, -0.1198, -1.5626], [-6.0235, -0.5631, -1.6209], [-5.3056, 0.8136, -0.8078], [-5.3562, -0.4835, 0.6326], [3.0496, -4.1706, 0.9785], [4.1760, -3.2660, 0.6469], [4.9925, -4.0712, -0.1251], [2.4373, -4.3334, 0.0681], [2.3556, -3.6688, 1.6061], [3.2140, -5.1798, 1.2743], [4.7724, -2.9934, 1.5599], [3.9917, -2.4302, 0.0370], [4.4024, -4.1454, -0.8842], [-1.1301, -2.0186, -0.0869], [-0.3045, -3.1669, -0.3295], [-0.8054, -4.3208, 0.3370], [-0.5144, -0.8832, -0.6428], [-1.3373, -1.8261, 0.8864], [-2.1129, -2.2657, -0.4529], [0.7119, -2.9415, 0.0226], [-0.1654, -3.5438, -1.3244], [-0.8722, -4.0009, 1.2207], [-0.3164, -1.0727, -1.5972]],
  "energy_ha": -2311.17206,
  "charge": 0,
  "smiles": "COCCNCCOC.COCCNCCOC.COCCNCCOC.COCCNCCOC.OCCO.CCO.CCO",
  "homo_lumo_gap_ev": 9.0,
  "relative_energy_kcal_mol": 74.8,
  "homo_ev": -8.400
}



> What is the formula in the second record?

C30H77BClNO19S



> Look up the charge of the first one.

0